Record 1
7
Properties=species:S:1:pos:R:3:forces:R:3 method="wB97M-V/def2-TZVPD" charge=+1 max_force_ha_per_bohr=0.1107 e_above_lowest_ev=0.667 gap_ev=11.729 lumo_energy_ev=-6.67
C -0.55961 0.35004 0.02880 -1.269 5.354 1.451
C 1.58920 -0.52077 0.00818 1.127 -0.572 0.119
O 2.06879 0.51382 -0.00457 -0.680 0.900 -0.101
O -0.05222 -0.71863 0.00520 3.121 -2.405 -0.465
H -1.58662 0.39886 0.17597 -2.267 -0.247 -0.286
H -0.09249 1.40568 0.14362 0.283 -1.903 -0.672
H 2.05136 -1.48079 0.06943 -0.315 -1.127 -0.046

---

Record 2
7
Properties=species:S:1:pos:R:3:forces:R:3 method="wB97M-V/def2-TZVPD" charge=+1 max_force_ha_per_bohr=0.0316 e_above_lowest_ev=0.139 gap_ev=11.400 lumo_energy_ev=-6.87
C 0.48395 0.62672 -0.13590 1.466 0.533 -0.464
C -0.86044 -1.38783 0.21895 0.315 -0.628 -0.101
O -0.00104 -2.09065 -0.08178 -0.251 0.505 0.097
O -0.61548 0.21118 0.18293 -1.006 -0.305 0.290
H 0.64212 1.71130 -0.17155 -0.173 -0.176 0.072
H 1.32015 -0.04386 -0.39491 -0.323 -0.058 0.099
H -1.89183 -1.48517 0.55313 -0.029 0.128 0.007

---

Record 3
7
Properties=species:S:1:pos:R:3:forces:R:3 method="wB97M-V/def2-TZVPD" charge=+1 max_force_ha_per_bohr=0.3867 e_above_lowest_ev=6.049 spin_multiplicity=3 gap_ev="8.730 / 9.626" lumo_energy_ev="-4.53 / -9.94" s2=2.01
C -0.29792 -0.34450 0.22251 0.076 1.013 -0.176
C 0.82768 0.03613 -0.59671 1.854 2.916 2.505
O 1.31423 -1.21273 -0.98678 18.141 -3.725 1.739
O 0.02039 -0.88451 -1.19179 -19.407 1.434 -4.091
H -0.29081 -1.00297 1.05459 0.040 -0.826 0.263
H -1.00794 0.41171 0.06364 -1.392 0.657 0.268
H 1.00277 1.10002 -0.90177 0.688 -1.469 -0.509

---

Repeat the third record exactly.
7
Properties=species:S:1:pos:R:3:forces:R:3 method="wB97M-V/def2-TZVPD" charge=+1 max_force_ha_per_bohr=0.3867 e_above_lowest_ev=6.049 spin_multiplicity=3 gap_ev="8.730 / 9.626" lumo_energy_ev="-4.53 / -9.94" s2=2.01
C -0.29792 -0.34450 0.22251 0.076 1.013 -0.176
C 0.82768 0.03613 -0.59671 1.854 2.916 2.505
O 1.31423 -1.21273 -0.98678 18.141 -3.725 1.739
O 0.02039 -0.88451 -1.19179 -19.407 1.434 -4.091
H -0.29081 -1.00297 1.05459 0.040 -0.826 0.263
H -1.00794 0.41171 0.06364 -1.392 0.657 0.268
H 1.00277 1.10002 -0.90177 0.688 -1.469 -0.509